Entry 1:
A molecular structure, C10H17N4OsSSe4 at a distorted geometry. Source: OMol25; level of theory: wB97M-V/def2-TZVPD.

* HOMO level (spin up / spin down): -15.5534 / -15.5390 eV
* lowest unoccupied orbital energy (spin up / spin down): -11.98 / -12.00 eV
* total charge: +3

Structure (XYZ):
```
37
Properties=species:S:1:pos:R:3:forces:R:3
Os -1.742 -0.344 1.277 -0.1 1.2 2.0
Se -2.241 -1.655 3.231 -0.5 0.4 -1.1
Se -4.367 -1.342 3.995 0.1 0.5 -0.4
Se -5.222 0.374 2.708 0.2 -0.5 0.9
Se -3.338 1.327 1.740 0.8 -1.3 -0.8
S 0.677 1.003 -5.276 0.1 0.0 0.0
N -1.458 -0.474 -5.799 0.0 0.0 0.1
N 3.304 0.467 2.405 -0.1 -0.1 0.0
N 0.555 -0.303 1.795 -0.9 -0.2 -0.2
N -1.534 -0.042 -0.742 0.3 -0.3 -0.5
C -0.697 0.195 -4.928 0.0 -0.1 -0.1
C -1.157 1.130 -1.322 0.1 -0.2 0.3
C -1.725 -1.121 -1.541 0.0 0.3 0.2
C 1.587 -0.193 0.731 0.0 0.1 0.0
C -1.522 -1.072 -2.900 0.1 0.0 -0.2
C 2.985 -0.470 1.265 -0.1 0.0 0.0
C -0.904 1.229 -2.660 -0.1 0.1 -0.1
C 2.250 0.410 3.487 0.0 0.0 -0.1
C -1.072 0.111 -3.486 -0.1 -0.1 0.0
C 0.869 0.653 2.892 0.1 0.0 -0.1
H 1.530 0.814 0.314 -0.1 0.0 0.0
H 3.728 -0.336 0.481 0.0 0.0 0.0
H 0.804 1.663 2.482 -0.1 0.0 0.0
H -1.679 -1.969 -3.486 0.0 0.0 0.0
H -0.572 2.168 -3.082 0.0 0.0 0.0
H 3.072 -1.485 1.653 0.0 0.0 0.0
H 4.219 0.232 2.802 0.0 0.0 0.0
H 3.390 1.426 2.055 0.0 0.0 0.0
H 2.321 -0.573 3.952 0.1 0.0 0.0
H 1.379 -0.893 -0.076 0.0 0.0 0.0
H 0.129 0.571 3.683 0.0 0.0 0.0
H -2.050 -2.038 -1.065 -0.1 0.0 0.1
H -2.329 -0.916 -5.554 0.0 0.1 0.0
H 2.482 1.164 4.237 0.0 0.0 0.0
H 0.606 -1.245 2.185 0.2 0.0 0.0
H -1.208 -0.457 -6.777 0.0 0.0 0.0
H -1.067 1.992 -0.673 0.0 0.0 0.0
```
Forces are in eV/Å.

Entry 2:
4 unconnected molecules or ions with the total composition C12H27BrO5PS at a distorted geometry. Source: OMol25; level of theory: wB97M-V/def2-TZVPD.

* HOMO level: -10.7327 eV
* lowest unoccupied orbital energy: -6.68 eV
* total charge: +1

Structure (XYZ):
```
47
Properties=species:S:1:pos:R:3:forces:R:3
Br -3.889 -5.697 3.452 -0.1 -0.9 -0.7
S -3.555 -7.248 1.846 -2.2 1.1 1.7
P -1.471 -7.803 1.718 5.1 -1.3 0.0
O 1.115 4.879 -0.889 0.2 0.3 -0.1
O -1.063 -9.017 2.931 -2.7 2.6 -1.4
O -3.888 -2.071 -0.395 0.2 -0.4 0.4
O -0.412 -6.441 1.956 -2.2 -3.2 2.2
O 0.685 0.354 -0.474 0.3 -0.2 -0.1
C 2.854 0.186 -1.408 0.2 -0.2 -0.6
C 2.805 6.525 -1.087 0.6 0.0 -0.1
C 1.325 1.633 -0.368 -0.4 0.5 -0.2
C -2.771 -1.173 -0.456 0.1 0.2 -0.4
C 2.295 5.378 -0.243 -0.1 -0.2 0.4
C -1.917 -1.451 0.762 0.3 0.5 0.3
C -3.629 -3.052 0.619 -0.4 0.3 -0.2
C -2.170 -2.918 0.997 0.3 -0.6 0.0
C 1.532 7.071 -1.681 -0.4 0.5 0.0
C 1.649 -0.601 -0.939 -0.3 -0.2 0.2
C 0.723 5.812 -1.905 -0.2 -0.3 -0.2
C 2.812 1.393 -0.507 0.3 0.3 0.5
H -1.551 -3.515 0.317 0.0 0.0 0.1
H 1.687 7.647 -2.597 0.0 -0.1 0.1
H 1.063 2.098 0.587 -0.1 -0.1 -0.1
H -1.959 -9.412 3.169 1.7 0.2 0.0
H -2.285 -0.870 1.616 0.1 0.0 -0.1
H 3.349 2.258 -0.906 -0.1 -0.1 0.0
H -4.258 -8.408 2.299 0.9 1.1 -0.2
H 3.786 -0.382 -1.340 -0.1 0.0 0.0
H 3.453 6.143 -1.884 0.0 0.1 0.1
H -3.130 -0.141 -0.490 0.0 -0.2 0.0
H -1.963 -3.241 2.021 0.0 0.0 0.0
H -0.863 -1.205 0.609 -0.2 0.1 0.0
H -0.354 5.990 -1.847 0.1 -0.1 0.0
H 3.243 1.143 0.469 0.0 0.1 -0.1
H 2.010 5.717 0.759 0.1 0.0 0.0
H -4.281 -2.832 1.471 0.0 -0.1 0.1
H 1.905 -1.254 -0.098 0.1 -0.1 0.0
H 0.947 2.265 -1.179 0.1 0.1 0.2
H -2.224 -1.384 -1.381 0.0 0.1 0.0
H -3.875 -4.048 0.240 -0.1 0.0 -0.1
H -0.034 -6.522 2.900 -0.6 0.5 -1.6
H 3.028 4.572 -0.143 -0.1 0.0 0.0
H 2.716 0.495 -2.451 0.0 -0.1 0.1
H 3.371 7.261 -0.509 -0.1 -0.1 -0.1
H 1.028 7.714 -0.951 0.0 0.0 -0.1
H 0.951 5.362 -2.877 -0.1 0.1 -0.1
H 1.211 -1.210 -1.734 -0.1 0.1 0.1
```
Forces are in eV/Å.

Entry 3:
A single CH5NOP2 molecule at a distorted geometry. Source: OMol25; level of theory: wB97M-V/def2-TZVPD.

* HOMO level (spin up / spin down): -4.5186 / -9.5376 eV
* lowest unoccupied orbital energy (spin up / spin down): 0.93 / -3.09 eV
* energy relative to the best compared isomer or geometry (same formula, charge and spin): 28.1 kcal/mol
* ⟨S²⟩: 2.010
* 2S+1: 3

Structure (XYZ):
```
10
Properties=species:S:1:pos:R:3:forces:R:3
P 0.494 -0.963 -0.078 -1.1 -0.9 0.8
P 2.155 0.386 0.045 2.9 -0.6 -0.6
O -0.384 1.571 0.083 1.1 2.0 0.1
N -2.018 0.128 -0.043 0.1 -2.6 -0.6
C -0.740 0.437 -0.025 0.1 -1.2 -0.6
H 2.490 0.356 -1.306 0.1 0.8 -0.7
H 3.015 -0.826 0.073 -0.4 1.1 0.6
H -2.565 0.866 0.134 -2.7 3.3 0.7
H -2.490 -0.745 -0.128 0.6 -0.7 0.0
H 0.043 -1.210 1.245 -0.7 -1.3 0.4
```
Forces are in eV/Å.

Entry 4:
9 unconnected molecules or ions with the total composition C18H54O13 at a distorted geometry. Source: OMol25; level of theory: wB97M-V/def2-TZVPD.

* HOMO level: -9.6350 eV
* lowest unoccupied orbital energy: 0.27 eV
* structure (SMILES): OCCO.OCCO.OCCO.OCCO.CCO.CCO.CCO.CCO.CCO
* energy relative to the best compared isomer or geometry (same formula, charge and spin): 100.9 kcal/mol

Structure (XYZ):
```
85
Properties=species:S:1:pos:R:3:forces:R:3
O 6.723 -35.477 -6.619 -1.5 -2.9 0.8
O 6.555 -29.617 -5.167 0.9 -1.0 -0.6
O -0.292 -28.616 -10.902 -0.4 1.1 1.4
O 6.735 -34.818 -16.885 2.8 2.0 -1.2
O 2.089 -36.415 -9.241 1.6 -0.5 0.8
O -0.669 -36.279 -13.197 -0.4 1.0 0.9
O 6.876 -27.959 -11.248 0.1 0.1 0.1
O 6.235 -37.529 -13.408 -0.2 -0.5 1.1
O 4.297 -35.434 -14.257 0.4 -1.0 -0.3
O 4.094 -30.764 -5.746 -0.2 -0.6 -1.4
O 1.761 -34.486 -11.161 0.5 -0.2 1.2
O 6.143 -35.226 -11.504 -0.3 0.6 0.0
O 4.121 -33.235 -11.513 -2.6 -2.6 -2.6
C 5.728 -28.893 -6.021 -2.9 0.3 -0.1
C 5.380 -34.692 -14.857 -0.3 -0.5 1.1
C 6.602 -36.525 -11.144 0.3 -0.4 -0.7
C -0.115 -29.872 -11.445 1.5 -0.5 -1.2
C 4.226 -29.357 -5.904 0.4 -0.1 2.3
C 7.200 -37.222 -12.383 -0.4 -0.2 -1.4
C 3.968 -37.768 -8.508 0.0 0.9 0.5
C 5.857 -35.439 -16.074 -4.0 -1.4 -1.4
C 7.228 -28.176 -9.879 -0.7 -0.4 -0.2
C 0.999 -34.762 -12.272 -0.5 0.6 -1.7
C 1.390 -29.927 -11.953 -1.4 -1.6 0.2
C 3.370 -36.334 -8.509 -1.2 -1.6 -1.1
C 4.624 -32.515 -10.528 3.3 3.3 2.7
C 7.377 -34.362 -7.028 -0.1 2.1 0.6
C 7.391 -29.683 -9.756 0.3 0.6 0.0
C 4.013 -32.580 -9.133 -0.9 -1.0 -0.2
C 0.042 -35.882 -11.995 0.6 -1.6 -0.4
C 7.862 -34.545 -8.425 0.5 0.0 -0.2
H 5.737 -36.716 -13.517 -0.6 0.0 -0.4
H 2.947 -32.358 -9.180 -0.1 0.7 0.0
H 0.557 -33.809 -12.561 -1.1 -0.1 -0.2
H 6.076 -36.506 -16.024 0.4 0.0 1.2
H 8.123 -34.141 -6.265 0.7 0.1 -0.4
H 1.513 -30.809 -12.582 -0.2 0.4 -1.0
H 1.606 -34.977 -13.151 0.3 -0.6 -0.1
H 7.311 -36.513 -10.316 0.2 0.2 -0.1
H 8.089 -27.577 -9.583 0.3 -0.2 -0.1
H 5.807 -35.318 -6.379 0.1 0.1 -0.1
H 7.788 -38.125 -12.224 -0.4 -0.2 0.6
H 3.127 -36.012 -7.496 0.4 0.0 0.2
H 4.750 -31.484 -10.858 -0.5 0.3 0.1
H 6.678 -33.528 -6.962 0.1 0.5 -0.3
H 3.549 -28.944 -6.652 0.4 -0.4 -0.6
H 4.501 -32.010 -8.343 0.1 0.3 -0.4
H 3.772 -29.050 -4.962 0.3 1.1 0.3
H 4.162 -38.223 -9.479 -0.8 0.2 -0.3
H 6.864 -34.644 -11.754 0.3 -0.1 0.0
H 6.470 -29.434 -4.229 -0.4 0.5 -0.1
H 6.413 -27.890 -9.214 -0.2 0.3 0.0
H -0.967 -37.171 -13.003 -0.2 0.0 -0.3
H 4.958 -35.450 -16.691 -0.8 -0.6 0.2
H 4.986 -37.730 -8.119 0.0 0.1 0.6
H 4.556 -34.064 -11.300 -0.2 -1.1 -0.9
H 4.861 -33.759 -15.075 1.2 0.5 -0.4
H 2.138 -30.254 -11.230 -0.2 0.8 0.9
H 7.862 -36.629 -13.014 0.8 1.0 1.1
H -0.850 -29.934 -12.248 0.4 -0.3 -0.3
H 4.123 -35.682 -8.953 -0.3 0.4 -0.3
H 0.554 -36.813 -11.749 1.0 0.3 0.3
H 8.374 -35.504 -8.494 0.1 0.0 0.0
H 5.652 -32.876 -10.546 0.8 0.5 1.2
H -0.380 -30.642 -10.721 0.2 -0.3 0.0
H 5.683 -36.968 -10.761 0.2 -0.6 -0.3
H 6.353 -27.161 -11.353 0.1 0.1 0.1
H 4.911 -31.153 -5.426 0.3 0.3 0.0
H 8.563 -33.756 -8.696 -0.1 0.1 -0.2
H 6.997 -34.569 -9.087 0.1 0.1 -0.2
H -0.480 -35.693 -11.058 -1.1 0.4 -0.4
H 5.759 -27.822 -5.820 0.1 0.1 -0.1
H 4.157 -35.202 -13.336 0.2 0.4 0.0
H 6.329 -34.695 -17.746 0.3 0.1 0.2
H 6.433 -30.126 -10.027 0.1 -0.2 0.1
H 2.500 -33.963 -11.481 0.5 0.4 0.4
H 5.896 -29.049 -7.086 1.2 -0.3 0.2
H 1.669 -35.558 -9.347 0.4 0.3 -0.1
H 3.951 -33.609 -8.778 0.5 -0.2 0.0
H 7.662 -29.957 -8.737 0.1 -0.2 0.0
H 1.635 -28.966 -12.405 0.1 -0.4 -0.2
H 0.144 -28.718 -10.053 0.0 0.8 0.3
H 8.152 -30.002 -10.469 0.0 -0.2 0.1
H 3.333 -38.389 -7.876 0.2 -0.3 -0.2
H 6.246 -34.664 -14.196 -0.1 0.8 0.5
```
Forces are in eV/Å.

| no. | E_tot (Eh) |
| --- | --- |
| 1 | -10703.83446 |
| 2 | -4162.81582 |
| 3 | -853.60355 |
| 4 | -1696.07282 |